(1)
Here is a structure of composition C16H10BF10NPSW from the OMol25 dataset. Energies are from the ωB97M-V functional and the def2-TZVPD basis.

⟨S²⟩	0.77
HOMO (spin up / spin down)	-15.39 / -15.88	eV
multiplicity	2
net charge	+2

Geometry as XYZ:
```
41
Properties=species:S:1:pos:R:3:forces:R:3
W 1.801 -1.179 0.841 1.8 0.0 0.3
S 2.112 3.366 1.031 0.0 0.1 0.0
P 4.397 -3.056 0.069 0.0 -0.2 0.0
F 5.736 -2.475 -0.398 0.0 0.0 0.0
F 4.509 -4.561 -0.081 0.0 -0.1 0.0
F 4.755 -2.911 1.568 0.0 0.1 0.0
F 2.713 -3.106 0.696 -0.1 0.0 0.0
F 0.832 -2.216 2.019 -0.3 -0.1 0.0
F 3.691 -2.721 -1.275 0.0 0.0 0.0
F 3.461 -2.931 4.230 -0.1 0.1 0.0
F 3.697 -1.008 0.460 -0.2 0.1 -0.2
F 2.997 -1.053 3.019 -0.1 -0.2 0.0
F 2.073 -1.291 5.081 0.1 -0.1 0.0
N 1.748 0.641 1.101 -0.5 0.3 0.0
C 1.907 1.860 1.069 0.1 -0.1 0.1
C -1.979 0.973 -4.696 0.0 0.0 -0.1
C -1.543 0.124 2.581 0.0 0.0 0.0
C -2.046 2.389 1.887 0.0 -0.1 0.2
C -3.204 1.330 -2.192 0.0 0.0 0.1
C -3.864 1.712 -3.331 -0.1 0.0 -0.1
C -3.252 1.542 -4.578 0.0 0.0 0.1
C 0.894 -1.190 -0.930 -0.3 0.0 0.1
C -1.878 1.440 2.894 0.0 0.2 -0.1
C -1.213 0.348 -1.140 -0.2 0.0 -0.1
C -1.312 0.576 -3.568 0.0 0.0 0.0
C -0.080 -0.497 -1.211 -0.1 0.0 0.0
C -1.516 0.720 0.234 0.1 0.1 0.0
C -1.874 2.039 0.562 0.1 0.0 -0.2
C -1.903 0.768 -2.285 0.1 -0.1 -0.1
C -1.347 -0.230 1.265 -0.5 0.0 -0.2
B 2.847 -1.791 4.162 0.0 0.1 0.0
H -4.863 2.120 -3.273 0.0 0.0 0.0
H -1.948 2.788 -0.216 0.0 0.0 0.0
H -1.452 -0.618 3.363 0.0 0.0 0.0
H -3.692 1.398 -1.229 0.0 0.0 0.0
H -3.782 1.843 -5.474 0.0 0.0 0.0
H -1.245 -1.270 0.983 0.2 -0.1 0.1
H -0.320 0.145 -3.639 0.0 0.0 0.0
H -1.532 0.847 -5.672 0.0 0.0 0.0
H -2.021 1.727 3.927 0.0 0.0 0.0
H -2.303 3.407 2.146 0.0 0.0 0.0
```
Positions in Å, forces in eV/Å.

Here are the Mulliken charges for atoms 1 to 6, given in e:
1 W 2.519
2 S -0.171
3 P 1.270
4 F -0.227
5 F -0.198
6 F -0.214

(2)
Here is an isolated molecule of C4ClFO3 from the OMol25 dataset. Energies are from the ωB97M-V functional and the def2-TZVPD basis.

relative energy (zero: lowest compared OMol25 entry of this formula, charge and spin)	0.0	kJ/mol
HOMO (spin up / spin down)	-10.18 / -10.09	eV

Geometry as XYZ:
```
9
Properties=species:S:1:pos:R:3:forces:R:3
Cl 2.599 0.981 0.030 1.5 0.5 0.1
F -1.139 2.309 0.146 0.4 -1.2 0.2
O 1.572 -1.973 0.265 -0.6 -0.2 -0.3
O -0.536 -1.218 0.014 -0.8 -0.7 0.0
O -2.502 -0.255 -0.365 -0.3 0.4 0.1
C 1.231 0.259 -0.373 -5.0 1.5 1.3
C -1.374 -0.093 -0.033 0.0 -0.5 -0.2
C 0.792 -1.112 -0.031 1.6 0.8 0.5
C -0.642 1.102 0.347 3.2 -0.5 -1.7
```
Positions in Å, forces in eV/Å.

Here are the natural (NBO) charges for atoms 1 to 6, given in e:
1 Cl 0.218
2 F -0.281
3 O -0.495
4 O -0.486
5 O -0.465
6 C -0.131

(3)
Here is a structure of composition C50H78BBiF4N5O6S from the OMol25 dataset. Energies are from the ωB97M-V functional and the def2-TZVPD basis.

relative energy (zero: lowest compared OMol25 entry of this formula, charge and spin)	0.0	kJ/mol
HOMO	-5.71	eV
net charge	-1

Geometry as XYZ:
```
146
Properties=species:S:1:pos:R:3:forces:R:3
Bi -0.375 0.303 -0.989 0.2 0.1 -0.2
S 3.440 2.141 -2.278 -0.1 0.1 0.1
F 0.355 -0.318 -4.752 0.0 0.0 0.0
F 2.018 -0.947 -6.190 0.0 0.0 0.0
F -0.182 -1.522 -6.630 0.0 0.0 0.0
F 0.518 0.676 -6.811 0.0 0.0 0.0
O 0.545 -1.839 -1.205 -0.3 -0.1 0.2
O -2.452 0.310 -0.580 0.0 -0.1 0.1
O 0.015 -0.320 1.056 0.2 0.0 -0.1
O 0.575 -7.523 -3.661 0.0 0.0 0.0
O -0.831 -6.586 -4.994 0.0 0.0 0.0
O -1.530 -0.858 -2.826 -0.1 0.0 -0.1
N -0.704 2.451 0.350 0.0 0.0 0.0
N 3.187 -0.190 -3.557 -0.1 0.0 0.0
N -1.237 2.323 -2.658 -0.1 0.0 0.0
N 2.818 1.625 -4.843 0.0 0.0 0.0
N -0.076 -6.561 -4.038 0.0 0.0 0.0
C -4.975 1.128 5.249 0.0 0.0 0.0
C 0.895 -5.272 -2.172 0.0 0.0 0.0
C 6.291 -0.415 -3.797 0.0 0.0 0.0
C -2.584 1.237 1.603 0.0 0.0 0.0
C 5.531 4.286 -4.784 0.0 0.0 0.0
C -4.197 -1.904 0.082 0.0 0.0 0.0
C 0.673 1.337 4.815 0.0 0.0 0.0
C 0.555 -0.038 4.626 0.0 0.0 0.0
C -4.860 -1.353 5.166 0.0 0.0 0.0
C -4.850 -1.243 -1.144 0.0 0.0 0.0
C 0.493 2.487 1.220 0.0 0.0 0.0
C 0.061 -5.317 -3.300 0.0 0.0 0.0
C 2.272 2.645 6.222 0.0 0.0 0.0
C 0.629 2.126 3.676 0.0 0.0 0.0
C -3.725 0.043 3.373 0.0 0.0 0.0
C -3.005 -2.765 -0.366 0.0 0.0 0.0
C 0.821 0.951 7.319 0.0 0.0 0.0
C -2.910 0.225 0.689 0.0 0.0 0.0
C -2.396 1.953 -3.471 0.0 0.0 0.0
C 0.362 -0.636 3.385 0.0 0.0 0.0
C -1.342 -1.908 -3.432 0.0 0.0 0.0
C -4.127 -0.888 2.422 0.0 0.0 0.0
C -0.614 3.568 -0.606 0.0 0.0 0.0
C -0.631 -4.204 -3.709 0.0 0.0 0.0
C 0.475 -2.878 4.579 0.0 0.0 0.0
C 1.027 -4.109 -1.469 0.0 0.0 0.0
C 0.260 0.201 2.250 0.0 0.0 0.0
C 2.680 3.012 -5.228 0.0 0.0 0.0
C 3.690 3.395 -6.307 0.0 0.0 0.0
C 0.333 -2.923 -1.851 0.1 0.0 -0.1
C 6.034 -1.546 -2.804 0.0 0.0 0.0
C -1.956 2.529 1.133 0.0 0.0 0.0
C -5.238 -2.848 0.690 0.0 0.0 0.0
C -0.527 -3.013 -2.990 0.0 0.0 0.0
C -4.097 -0.066 4.851 0.0 0.0 0.0
C -1.068 -2.573 2.669 0.0 0.0 0.0
C 3.121 1.147 -3.622 0.1 0.0 0.0
C 4.591 -2.047 -2.760 0.0 0.0 0.0
C -2.816 -0.057 5.697 0.0 0.0 0.0
C 5.148 3.284 -5.868 0.0 0.0 0.0
C 0.295 -2.160 3.238 0.0 0.0 0.0
C 1.415 -2.643 2.303 0.0 0.0 0.0
C 0.439 1.583 2.414 0.0 0.0 0.0
C -1.574 3.436 -1.776 0.0 0.0 0.0
C 0.890 1.977 6.186 0.0 0.0 0.0
C 3.557 -0.982 -2.398 0.0 0.0 0.0
C -0.113 2.661 -3.533 0.0 0.0 0.0
C -0.184 3.042 6.449 0.0 0.0 0.0
C -2.964 1.118 2.928 0.0 0.0 0.0
C -3.737 -0.839 1.084 0.0 0.0 0.0
B 0.649 -0.537 -6.121 0.1 0.0 0.0
H -2.243 0.859 5.551 0.0 0.0 0.0
H 4.518 -2.853 -2.025 0.0 0.0 0.0
H -4.285 -2.237 4.883 0.0 0.0 0.0
H 0.390 -3.954 4.414 0.0 0.0 0.0
H -5.054 -1.407 6.239 0.0 0.0 0.0
H -1.136 -3.665 2.616 0.0 0.0 0.0
H 5.308 5.308 -5.102 0.0 0.0 0.0
H -0.201 3.798 5.663 0.0 0.0 0.0
H 0.952 1.457 8.278 0.0 0.0 0.0
H -5.898 1.137 4.666 0.0 0.0 0.0
H -5.270 -2.016 -1.794 0.0 0.0 0.0
H 6.318 -1.212 -1.801 0.0 0.0 0.0
H -1.878 -2.207 3.304 0.0 0.0 0.0
H 2.666 -1.447 -1.976 0.0 0.0 0.0
H -4.837 -3.413 1.534 0.0 0.0 0.0
H 4.993 4.088 -3.856 0.0 0.0 0.0
H -2.165 -0.889 5.418 0.0 0.0 0.0
H 1.357 2.238 0.588 0.0 0.0 0.0
H -1.176 2.589 6.503 0.0 0.0 0.0
H 2.343 3.445 5.483 0.0 0.0 0.0
H 3.055 1.918 6.002 0.0 0.0 0.0
H 3.480 4.423 -6.624 0.0 0.0 0.0
H -4.458 2.073 5.074 0.0 0.0 0.0
H -5.545 -3.570 -0.070 0.0 0.0 0.0
H -3.290 -3.384 -1.221 0.0 0.0 0.0
H 0.645 3.518 1.569 0.0 0.0 0.0
H 6.686 -2.392 -3.041 0.0 0.0 0.0
H 0.788 2.873 -2.955 0.0 0.0 0.0
H -1.211 -2.165 1.673 0.0 0.0 0.0
H -1.787 3.176 2.004 0.0 0.0 0.0
H 1.425 -6.166 -1.878 0.0 0.0 0.0
H 5.949 -0.685 -4.799 0.0 0.0 0.0
H 5.337 2.268 -5.510 0.0 0.0 0.0
H 1.668 -4.047 -0.599 0.0 0.0 0.0
H 0.009 3.550 7.398 0.0 0.0 0.0
H 4.321 -2.492 -3.724 0.0 0.0 0.0
H -1.869 -2.059 -4.386 0.0 0.0 0.0
H 0.099 1.818 -4.188 0.0 0.0 0.0
H -1.258 -4.251 -4.590 0.0 0.0 0.0
H 0.617 -0.681 5.491 0.0 0.0 0.0
H -2.591 3.277 -1.416 0.0 0.0 0.0
H -4.130 -0.663 -1.715 0.0 0.0 0.0
H -2.694 3.033 0.508 0.0 0.0 0.0
H -0.145 0.441 7.334 0.0 0.0 0.0
H 3.517 2.760 -7.181 0.0 0.0 0.0
H -5.664 -0.583 -0.833 0.0 0.0 0.0
H -5.236 1.076 6.310 0.0 0.0 0.0
H 2.393 -2.381 2.714 0.0 0.0 0.0
H -0.799 4.518 -0.084 0.0 0.0 0.0
H 2.804 3.619 -4.333 0.0 0.0 0.0
H 2.830 -0.698 -4.360 0.0 0.0 0.0
H -2.156 -2.154 -0.664 0.0 0.0 0.0
H -3.061 -0.145 6.759 0.0 0.0 0.0
H 0.414 3.606 -0.975 0.0 0.0 0.0
H -2.682 -3.426 0.440 0.0 0.0 0.0
H -2.755 2.816 -4.051 0.0 0.0 0.0
H 5.776 0.499 -3.501 0.0 0.0 0.0
H -1.578 4.383 -2.338 0.0 0.0 0.0
H 3.952 -0.300 -1.645 0.0 0.0 0.0
H -2.648 1.892 3.622 0.0 0.0 0.0
H -5.823 -1.390 4.651 0.0 0.0 0.0
H -6.129 -2.309 1.022 0.0 0.0 0.0
H 1.318 -2.207 1.310 0.0 0.0 0.0
H 6.598 4.232 -4.561 0.0 0.0 0.0
H -0.292 -2.596 5.305 0.0 0.0 0.0
H 7.358 -0.190 -3.855 0.0 0.0 0.0
H 1.606 0.198 7.230 0.0 0.0 0.0
H 5.789 3.427 -6.742 0.0 0.0 0.0
H 2.583 0.940 -5.552 0.0 0.0 0.0
H -4.750 -1.710 2.740 0.0 0.0 0.0
H 1.456 -2.682 5.018 0.0 0.0 0.0
H 0.754 3.203 3.753 0.0 0.0 0.0
H -3.193 1.589 -2.823 0.0 0.0 0.0
H -2.113 1.159 -4.157 0.0 0.0 0.0
H 1.668 3.168 -5.613 0.0 0.0 0.0
H 1.367 -3.732 2.210 0.0 0.0 0.0
H 2.466 3.077 7.208 0.0 0.0 0.0
H -0.355 3.540 -4.149 0.0 0.0 0.0
```
Positions in Å, forces in eV/Å.

Here are the Mulliken charges for atoms 1 to 6, given in e:
1 Bi 3.679
2 S -0.434
3 F 0.371
4 F -0.440
5 F -0.396
6 F -0.358

Number 1: electronic energy -2500.3011 Ha. Number 2: electronic energy -938.0056 Ha. Number 3: electronic energy -3714.7795 Ha.